No. 1
{
  "formula": "C17H41Cl4NO6",
  "method": "ωB97M-V with the def2-TZVPD basis set",
  "spin_multiplicity": 1,
  "species": ["Cl", "C", "Cl", "Cl", "Cl", "C", "C", "C", "N", "C", "H", "H", "H", "H", "H", "C", "C", "O", "H", "H", "H", "H", "H", "H", "C", "C", "O", "H", "H", "H", "H", "H", "H", "C", "C", "O", "H", "H", "H", "H", "H", "H", "C", "C", "O", "H", "H", "H", "H", "H", "H", "C", "C", "O", "H", "H", "H", "H", "H", "H", "C", "C", "O", "H", "H", "H", "H", "H", "H"],
  "xyz": [[8.699, -8.606, -4.108], [7.680, -7.256, -4.563], [7.854, -6.999, -6.285], [6.047, -7.716, -4.124], [8.319, -5.872, -3.647], [8.065, -3.213, -5.513], [9.065, -2.766, -6.291], [8.900, -3.281, -7.578], [7.669, -3.920, -7.568], [7.156, -3.917, -6.285], [8.002, -3.026, -4.452], [9.893, -2.264, -5.813], [9.493, -3.243, -8.480], [7.405, -4.549, -8.314], [6.267, -4.502, -6.105], [13.386, -8.290, -1.537], [13.933, -9.332, -2.580], [15.073, -10.072, -2.026], [12.687, -8.738, -0.830], [12.777, -7.548, -2.053], [14.186, -7.833, -0.954], [14.420, -8.781, -3.385], [13.177, -9.892, -3.129], [15.369, -10.711, -2.679], [11.596, -5.028, -9.465], [11.167, -6.354, -8.865], [12.321, -6.940, -8.409], [12.140, -5.202, -10.393], [12.154, -4.491, -8.698], [10.669, -4.478, -9.631], [10.594, -6.955, -9.570], [10.547, -6.123, -7.999], [12.631, -6.523, -7.602], [10.024, -6.001, -0.677], [10.759, -4.947, 0.156], [12.200, -5.095, 0.102], [10.546, -6.168, -1.619], [8.972, -5.894, -0.945], [10.178, -6.957, -0.176], [10.395, -5.121, 1.169], [10.575, -3.948, -0.241], [12.504, -5.268, -0.792], [10.591, -10.211, -6.763], [11.703, -11.112, -7.203], [11.525, -11.330, -8.584], [10.576, -9.317, -7.386], [10.619, -10.031, -5.689], [9.643, -10.648, -7.078], [11.821, -12.055, -6.669], [12.662, -10.615, -7.053], [11.545, -10.507, -9.077], [11.791, -6.389, -4.846], [12.140, -5.119, -5.510], [13.312, -5.296, -6.223], [12.536, -6.734, -4.129], [11.633, -7.119, -5.639], [10.918, -6.295, -4.201], [12.459, -4.549, -4.637], [11.412, -4.659, -6.179], [14.036, -5.158, -5.607], [16.162, -2.501, -6.327], [15.750, -3.097, -5.023], [15.851, -4.517, -5.065], [15.596, -2.790, -7.212], [17.137, -2.908, -6.595], [16.149, -1.414, -6.405], [14.743, -2.723, -4.835], [16.397, -2.789, -4.201], [16.717, -4.857, -5.300]],
  "nbo_charge": [0.048, -0.231, 0.066, 0.071, 0.053, -0.289, -0.315, -0.089, -0.504, -0.084, 0.218, 0.223, 0.215, 0.410, 0.215, -0.629, -0.068, -0.732, 0.211, 0.198, 0.228, 0.156, 0.168, 0.467, -0.620, -0.055, -0.749, 0.212, 0.212, 0.181, 0.167, 0.144, 0.496, -0.645, -0.061, -0.729, 0.192, 0.224, 0.211, 0.184, 0.161, 0.464, -0.635, -0.059, -0.729, 0.208, 0.204, 0.211, 0.177, 0.153, 0.469, -0.639, -0.082, -0.761, 0.203, 0.210, 0.211, 0.154, 0.192, 0.505, -0.643, -0.065, -0.757, 0.222, 0.197, 0.220, 0.183, 0.169, 0.486]
}


No. 2
{
  "formula": "C17H41ClN2O5",
  "method": "ωB97M-V with the def2-TZVPD basis set",
  "spin_multiplicity": 1,
  "species": ["Cl", "C", "C", "N", "C", "C", "C", "C", "C", "O", "C", "H", "H", "H", "H", "H", "H", "H", "H", "H", "H", "H", "H", "H", "H", "H", "H", "H", "H", "H", "H", "C", "C", "N", "C", "C", "C", "C", "C", "O", "C", "H", "H", "H", "H", "H", "H", "H", "H", "H", "H", "H", "H", "H", "H", "H", "H", "H", "H", "H", "H", "O", "C", "O", "O", "H"],
  "xyz": [[-0.551, -1.884, 0.832], [-1.310, 1.264, -1.285], [-2.579, 1.957, -0.970], [-3.615, 1.176, -0.162], [-3.807, -0.203, -0.746], [-3.255, 0.965, 1.360], [-3.947, -0.177, 2.067], [-4.949, 1.926, -0.288], [-5.152, 3.439, 0.246], [-4.266, 4.381, -0.405], [-4.693, 5.732, -0.482], [-1.323, 0.495, -2.057], [-0.889, 0.909, -0.345], [-0.512, 1.942, -1.587], [-3.076, 2.290, -1.881], [-2.337, 2.747, -0.260], [-3.917, -0.081, -1.824], [-4.706, -0.632, -0.305], [-2.898, -0.793, -0.628], [-3.424, 1.916, 1.867], [-2.173, 0.844, 1.411], [-3.728, -1.175, 1.687], [-5.028, -0.233, 2.193], [-3.481, -0.167, 3.053], [-5.692, 1.267, 0.162], [-5.191, 2.000, -1.348], [-5.062, 3.382, 1.331], [-6.161, 3.818, 0.085], [-3.954, 6.442, -0.854], [-4.889, 6.061, 0.538], [-5.560, 5.839, -1.134], [1.404, -0.699, -2.246], [2.923, -0.833, -2.233], [3.703, -0.853, -0.873], [5.236, -0.752, -1.195], [3.231, 0.263, 0.044], [3.281, 1.760, -0.417], [3.374, -2.264, -0.255], [3.527, -2.451, 1.248], [4.887, -2.143, 1.581], [5.328, -2.411, 2.913], [1.177, 0.298, -2.622], [0.852, -0.751, -1.308], [0.927, -1.355, -2.974], [3.317, 0.045, -2.746], [3.176, -1.725, -2.806], [5.504, -1.544, -1.894], [5.855, -0.885, -0.307], [5.266, 0.229, -1.669], [3.939, 0.201, 0.871], [2.225, 0.075, 0.419], [2.257, 1.849, -0.781], [4.022, 2.102, -1.140], [3.201, 2.393, 0.467], [4.133, -2.887, -0.729], [2.396, -2.586, -0.611], [3.344, -3.515, 1.392], [2.829, -1.976, 1.938], [5.254, -3.489, 3.058], [4.738, -1.902, 3.675], [6.323, -1.996, 3.072], [0.634, -4.787, 1.812], [0.951, -5.903, 1.194], [1.078, -5.852, -0.045], [1.249, -6.925, 1.829], [0.582, -4.180, 1.070]],
  "nbo_charge": [-0.951, -0.661, -0.202, -0.214, -0.432, -0.212, -0.669, -0.228, -0.069, -0.565, -0.251, 0.230, 0.255, 0.234, 0.217, 0.225, 0.211, 0.226, 0.294, 0.206, 0.260, 0.265, 0.216, 0.259, 0.228, 0.220, 0.176, 0.202, 0.207, 0.174, 0.175, -0.682, -0.206, -0.213, -0.396, -0.235, -0.645, -0.220, -0.110, -0.587, -0.247, 0.199, 0.285, 0.247, 0.201, 0.232, 0.227, 0.259, 0.205, 0.225, 0.258, 0.212, 0.222, 0.240, 0.218, 0.275, 0.242, 0.213, 0.193, 0.170, 0.189, -0.738, 0.919, -0.867, -0.802, 0.490]
}


No. 3
{
  "formula": "C17H41ClN6O2P",
  "method": "ωB97M-V with the def2-TZVPD basis set",
  "charge": 1,
  "spin_multiplicity": 1,
  "species": ["C", "C", "C", "C", "N", "C", "N", "C", "P", "C", "C", "C", "N", "N", "Cl", "H", "H", "H", "H", "H", "H", "H", "H", "H", "H", "H", "H", "H", "H", "H", "H", "H", "H", "H", "C", "C", "C", "O", "C", "N", "H", "H", "H", "H", "H", "H", "H", "H", "H", "H", "H", "C", "C", "C", "O", "C", "N", "H", "H", "H", "H", "H", "H", "H", "H", "H", "H", "H"],
  "xyz": [[-4.285, -3.503, -2.247], [-5.157, -2.308, -2.622], [-5.656, -1.502, -1.417], [-4.665, -0.453, -0.920], [-3.744, -1.051, 0.064], [-2.797, -0.350, 0.655], [-2.530, 0.952, 0.453], [-1.481, 1.256, 1.219], [-0.725, 2.935, 1.243], [0.829, 2.564, 2.158], [-1.775, 3.722, 2.557], [-2.461, 2.832, 3.589], [-1.076, 0.177, 1.898], [-1.903, -0.858, 1.541], [-1.756, -2.395, 2.156], [-4.122, -4.158, -3.101], [-3.299, -3.192, -1.890], [-4.755, -4.101, -1.463], [-4.586, -1.646, -3.279], [-6.015, -2.649, -3.201], [-6.590, -0.998, -1.661], [-5.876, -2.191, -0.594], [-4.068, -0.073, -1.750], [-5.158, 0.400, -0.456], [-3.834, -2.031, 0.282], [1.609, 2.313, 1.442], [1.133, 3.476, 2.669], [0.795, 1.767, 2.901], [-1.112, 4.437, 3.049], [-2.518, 4.296, 2.005], [-2.824, 3.432, 4.423], [-3.323, 2.323, 3.159], [-1.785, 2.084, 4.008], [-0.311, 0.043, 2.540], [-0.914, -3.134, -4.912], [0.595, -3.076, -4.690], [1.006, -2.987, -3.217], [0.796, -1.718, -2.614], [-0.514, -1.465, -2.177], [1.156, -2.008, -5.514], [-1.365, -2.146, -4.810], [-1.126, -3.479, -5.922], [-1.398, -3.812, -4.206], [1.019, -4.018, -5.055], [2.080, -3.164, -3.141], [0.496, -3.763, -2.629], [-0.991, -2.377, -1.794], [-1.146, -1.046, -2.965], [-0.452, -0.731, -1.369], [2.170, -2.051, -5.510], [0.916, -1.111, -5.105], [7.050, 2.178, 3.216], [6.262, 2.377, 1.926], [4.864, 2.971, 2.130], [3.899, 2.070, 2.658], [3.936, 1.903, 4.062], [6.249, 1.123, 1.176], [6.713, 1.291, 3.754], [8.104, 2.032, 2.985], [6.959, 3.039, 3.880], [6.802, 3.108, 1.317], [4.473, 3.268, 1.154], [4.912, 3.869, 2.760], [4.204, 2.837, 4.565], [4.638, 1.127, 4.371], [2.936, 1.608, 4.385], [5.867, 1.267, 0.247], [5.625, 0.467, 1.635]],
  "nbo_charge": [-0.614, -0.401, -0.412, -0.210, -0.557, 0.579, -0.498, 0.193, 0.845, -0.947, -0.687, -0.617, -0.367, -0.243, 0.278, 0.232, 0.188, 0.202, 0.203, 0.222, 0.237, 0.199, 0.213, 0.220, 0.425, 0.268, 0.259, 0.201, 0.242, 0.243, 0.237, 0.211, 0.195, 0.454, -0.614, -0.083, -0.073, -0.545, -0.242, -0.821, 0.196, 0.231, 0.198, 0.196, 0.193, 0.159, 0.157, 0.173, 0.167, 0.359, 0.353, -0.614, -0.083, -0.073, -0.567, -0.247, -0.821, 0.199, 0.230, 0.205, 0.195, 0.182, 0.168, 0.176, 0.177, 0.171, 0.354, 0.351]
}


| no. | energy (hartree) | frontier orbital gap (eV) | HOMO (eV) |
| --- | --- | --- | --- |
| 1 | -3019.12577 | 8.37 | -8.28 |
| 2 | -1618.01382 | 4.43 | -4.75 |
| 3 | -1952.57960 | 7.85 | -11.05 |